Model w:
Entry from OMol25: a cluster of 2 separate species, C5H12S in total (the ωB97M-V functional and the def2-TZVPD basis).

Summary:
Highest occupied orbital energy (eV): -8.630
SMILES: C=CC.CSC

Structure (ORCA input):
```
! wB97M-V def2-TZVPD RIJCOSX def2/J DEFGRID3
* xyz 0 1
C -1.66 -1.82 -0.94
C 0.70 0.49 2.09
H -1.11 0.22 -1.05
H 1.00 -0.34 2.72
C -2.21 -0.26 -2.85
H -1.97 -2.63 -1.61
H 3.11 0.91 2.83
C 3.22 1.13 1.76
H -0.23 0.35 1.53
H 3.49 2.18 1.80
H -3.19 0.26 -2.59
H -2.64 -1.09 -3.44
H 0.60 1.38 2.69
H 4.09 0.63 1.36
S 1.80 0.60 0.63
H -1.63 0.44 -3.48
H -1.77 -1.81 0.13
C -1.61 -0.63 -1.57
*
```

Model x:
Entry from OMol25: an isolated molecule of C5H12S (the ωB97M-V functional and the def2-TZVPD basis).

Summary:
Highest occupied orbital energy (eV): -7.748
SMILES: C=S(=C)(C)CC

Structure (ORCA input):
```
! wB97M-V def2-TZVPD RIJCOSX def2/J DEFGRID3
* xyz 0 1
H 0.13 -0.80 -2.17
H 0.28 -2.27 1.30
C 0.35 -1.19 1.43
C 0.36 -1.41 -1.34
H -0.77 1.15 -1.31
C 1.82 1.17 0.11
H 1.30 2.07 -0.10
S 0.55 -0.40 -0.04
H 2.30 1.18 1.03
H 0.90 -0.84 2.36
H -1.85 -0.55 0.95
H -2.55 -0.30 -0.91
H 2.56 0.96 -0.71
H -0.70 1.58 0.59
H 1.21 -2.02 -1.30
H -2.92 0.77 0.34
C -0.81 0.79 -0.29
C -2.16 0.11 0.05
*
```

Which of them is the most stable? Correct choice: model w.

Model w:
Entry from OMol25: a cluster of 2 separate species, C5H12S in total (the ωB97M-V functional and the def2-TZVPD basis).

Summary:
Highest occupied orbital energy (eV): -8.491
SMILES: C=CC.CSC

Structure (ORCA input):
```
! wB97M-V def2-TZVPD RIJCOSX def2/J DEFGRID3
* xyz 0 1
H 2.24 2.04 3.89
C 1.35 1.42 3.71
H 0.11 3.54 1.20
C 0.73 0.23 -0.73
H 2.84 1.18 1.04
H 3.67 -0.36 1.45
H 3.60 0.19 -0.25
C 0.78 3.15 1.98
H 0.57 1.26 -0.36
H -0.25 -0.21 -0.97
C 0.49 2.02 2.63
S 1.52 -0.79 0.52
H -0.43 1.48 2.37
C 3.04 0.15 0.70
H 1.69 3.72 2.21
H 0.78 1.34 4.65
H 1.33 0.28 -1.65
H 1.68 0.41 3.42
*
```

Model x:
Entry from OMol25: a cluster of 2 separate species, C5H12S in total (the ωB97M-V functional and the def2-TZVPD basis).

Summary:
Highest occupied orbital energy (eV): -9.095
SMILES: C=CC.CCS

Structure (ORCA input):
```
! wB97M-V def2-TZVPD RIJCOSX def2/J DEFGRID3
* xyz 0 1
H -0.61 -1.11 1.35
C 0.78 1.62 1.49
H 1.32 1.87 2.39
H -2.08 -0.67 0.53
H -0.52 -0.54 -0.37
H 1.76 3.03 0.45
H -0.53 2.11 -1.16
C 1.12 2.15 0.31
S 0.63 -3.03 -0.67
C -1.05 -2.52 -0.20
C -1.08 -1.08 0.38
H 0.74 0.82 -1.28
H 1.12 2.43 -1.78
C 0.52 1.87 -1.04
H -1.81 -2.51 -0.98
H -1.34 -3.25 0.58
H 1.05 -2.05 -1.48
H -0.01 0.88 1.49
*
```

Which of them is the most stable? Correct choice: model w.

Model w:
Entry from OMol25: a cluster of 2 separate species, C4H12NO3 in total (the ωB97M-V functional and the def2-TZVPD basis).

Summary:
Highest occupied orbital energy (eV): -14.343

Structure (ORCA input):
```
! wB97M-V def2-TZVPD RIJCOSX def2/J DEFGRID3
* xyz 1 1
C -0.66 0.15 -0.13
H 0.95 -1.59 -1.38
H -0.59 -0.24 -1.15
H 1.75 -2.42 -0.09
H 2.14 0.26 -3.28
O 1.44 0.57 -2.67
H -0.44 2.29 -0.88
H 0.14 -2.73 -0.35
H -0.28 -2.28 1.72
H -2.10 0.70 1.25
H 0.69 0.82 -3.23
H -2.71 0.07 -0.08
O -0.17 -1.33 1.78
N -1.94 -0.06 0.59
C 0.46 -0.78 0.63
H -2.03 -0.99 1.02
C -0.25 1.62 -0.01
C 0.84 -1.88 -0.32
O 0.25 2.16 0.94
H 1.25 -0.17 1.05
*
```

Model x:
Entry from OMol25: a cluster of 2 separate species, C4H12NO3 in total (the ωB97M-V functional and the def2-TZVPD basis).

Summary:
Highest occupied orbital energy (eV): -14.689

Structure (ORCA input):
```
! wB97M-V def2-TZVPD RIJCOSX def2/J DEFGRID3
* xyz 1 1
C 1.04 2.08 1.28
H 1.84 -1.70 -0.80
H 1.38 3.17 1.26
C -0.12 -0.67 -0.92
H 0.46 -2.45 -0.13
H 0.05 -0.34 -2.91
H -2.54 -0.29 1.23
H 1.80 1.50 1.69
C 0.19 0.07 0.36
N 0.66 1.27 0.14
H 1.11 1.54 -0.74
H -3.12 0.21 -0.05
O 0.17 -0.46 1.54
H 0.64 -2.47 -1.89
H -0.10 -1.41 1.52
H -1.21 -0.99 -0.93
O -2.34 0.22 0.46
C 0.79 -1.93 -0.95
O 0.16 0.12 -2.02
H 0.12 2.23 1.85
*
```

Model y:
Entry from OMol25: a cluster of 2 separate species, C4H12NO3 in total (the ωB97M-V functional and the def2-TZVPD basis).

Summary:
Highest occupied orbital energy (eV): -14.796

Structure (ORCA input):
```
! wB97M-V def2-TZVPD RIJCOSX def2/J DEFGRID3
* xyz 1 1
C 1.84 1.83 -0.09
C 1.46 0.34 -0.03
C 0.32 -1.62 1.00
O -2.93 -0.78 -0.88
C 0.32 -0.06 0.90
H 1.31 2.21 -0.95
H 0.38 0.38 1.96
H 1.53 -0.38 -1.91
H 1.15 -2.25 0.71
H -1.10 0.03 -0.77
H 2.91 2.17 -0.37
H -1.48 1.13 0.68
O -0.75 -2.09 1.26
H 2.32 -0.36 0.25
N -1.06 0.22 0.34
H -1.63 -0.80 0.58
H 1.43 2.38 0.76
H -3.65 -1.32 -0.27
H -3.23 -1.11 -1.86
O 0.86 0.08 -1.31
*
```

Which of them is the most stable? Correct choice: model x.

Model w:
Entry from OMol25: an isolated molecule of C2H4O2 (the ωB97M-V functional and the def2-TZVPD basis).

Summary:
Highest occupied orbital energy (eV): -10.130
SMILES: O=CCO

Structure (ORCA input):
```
! wB97M-V def2-TZVPD RIJCOSX def2/J DEFGRID3
* xyz 0 1
O -1.12 -0.94 -0.03
H -0.41 -1.75 -0.24
C 1.02 0.22 -0.13
H -0.72 0.90 1.09
O 1.30 -1.04 0.08
H -1.22 1.01 -0.65
C -0.56 0.34 0.05
H 1.71 1.26 -0.17
*
```

Model x:
Entry from OMol25: an isolated molecule of C2H4O2 (the ωB97M-V functional and the def2-TZVPD basis).

Summary:
Highest occupied orbital energy (eV): -10.417
SMILES: CC(=O)O

Structure (ORCA input):
```
! wB97M-V def2-TZVPD RIJCOSX def2/J DEFGRID3
* xyz 0 1
H -1.11 0.34 -1.01
O 0.44 -1.13 -0.40
C -0.83 0.57 -0.05
H -0.88 1.62 0.43
H -1.14 -0.21 0.84
O 1.56 0.50 0.58
H 1.31 -1.84 -0.32
C 0.64 0.14 -0.07
*
```

Model y:
Entry from OMol25: an isolated molecule of C2H4O2 (the ωB97M-V functional and the def2-TZVPD basis).

Summary:
Highest occupied orbital energy (eV): -10.460
SMILES: O[C@H]1CO1

Structure (ORCA input):
```
! wB97M-V def2-TZVPD RIJCOSX def2/J DEFGRID3
* xyz 0 1
C -0.38 -0.38 0.33
C 0.16 0.01 -1.00
O 0.69 -1.06 -0.12
O -0.38 0.74 1.40
H 0.81 0.91 -0.99
H -1.33 -0.89 0.67
H 0.51 1.09 1.66
H -0.08 -0.41 -1.95
*
```

Model z:
Entry from OMol25: an isolated molecule of C2H4O2 (the ωB97M-V functional and the def2-TZVPD basis).

Summary:
Highest occupied orbital energy (eV): -10.016
SMILES: O=CCO

Structure (ORCA input):
```
! wB97M-V def2-TZVPD RIJCOSX def2/J DEFGRID3
* xyz 0 1
H -0.33 -0.80 0.89
O -1.46 0.45 -0.24
O 1.16 1.57 -0.22
C 1.00 0.38 -0.15
H 1.83 -0.34 0.02
H -0.34 -1.20 -0.84
H -1.54 0.30 0.70
C -0.31 -0.36 -0.16
*
```

Which of them is the most stable? Correct choice: model x.

Model w:
Entry from OMol25: an isolated molecule of C2H4O2 (the ωB97M-V functional and the def2-TZVPD basis).

Summary:
Highest occupied orbital energy (eV): -10.834
SMILES: COC=O

Structure (ORCA input):
```
! wB97M-V def2-TZVPD RIJCOSX def2/J DEFGRID3
* xyz 0 1
H -2.07 -0.52 0.83
C 0.84 -0.06 -0.52
O -0.56 0.87 1.33
O -0.51 -0.46 -0.47
C -1.11 0.02 0.64
H 0.87 1.09 -0.46
H 1.08 -0.33 -1.57
H 1.45 -0.60 0.22
*
```

Model x:
Entry from OMol25: a cluster of 2 separate species, C2H4O2 in total (the ωB97M-V functional and the def2-TZVPD basis).

Summary:
Highest occupied orbital energy (eV): -9.617
SMILES: C=O.C=O

Structure (ORCA input):
```
! wB97M-V def2-TZVPD RIJCOSX def2/J DEFGRID3
* xyz 0 1
H 0.88 -1.26 -0.44
C -0.08 -1.31 0.14
C 0.08 1.36 -0.14
O -0.51 -2.38 0.53
H -0.12 2.23 -0.81
O 0.99 0.49 -0.31
H -0.60 -0.34 0.34
H -0.64 1.20 0.70
*
```

Which of them is the most stable? Correct choice: model w.

Model w:
Entry from OMol25: an isolated molecule of C2H4O2 (the ωB97M-V functional and the def2-TZVPD basis).

Summary:
Highest occupied orbital energy (eV): -9.760
SMILES: O/C=C/O

Structure (ORCA input):
```
! wB97M-V def2-TZVPD RIJCOSX def2/J DEFGRID3
* xyz 0 1
H -0.18 -1.63 -0.11
O -1.69 0.47 -0.31
O 1.69 -0.47 0.31
C 0.13 -0.60 -0.16
H 2.15 0.10 -0.32
H 0.18 1.63 0.11
C -0.13 0.60 0.16
H -2.15 -0.10 0.32
*
```

Model x:
Entry from OMol25: an isolated molecule of C2H4O2 (the ωB97M-V functional and the def2-TZVPD basis).

Summary:
Highest occupied orbital energy (eV): -10.469
SMILES: CC(=O)O

Structure (ORCA input):
```
! wB97M-V def2-TZVPD RIJCOSX def2/J DEFGRID3
* xyz 0 1
O 0.05 1.51 0.33
H 0.78 -0.93 1.20
H 0.27 -1.67 -0.38
O -0.14 0.39 -1.64
H -1.04 -1.09 0.80
C 0.03 -0.91 0.36
C 0.03 0.40 -0.41
H 0.01 2.30 -0.27
*
```

Which of them is the most stable? Correct choice: model x.

Model w:
Entry from OMol25: a cluster of 2 separate species, C2H3F3N2O in total (the ωB97M-V functional and the def2-TZVPD basis).

Summary:
Highest occupied orbital energy (spin up / spin down) (eV): -8.641 / -8.711

Structure (ORCA input):
```
! wB97M-V def2-TZVPD RIJCOSX def2/J DEFGRID3
* xyz 0 1
C 0.11 -0.03 -0.29
N 1.18 0.02 -0.98
H -1.55 0.56 1.33
F 0.06 -1.57 1.43
F -1.77 0.29 -2.49
C 0.18 -0.21 1.20
H 2.12 -0.03 -0.58
F 1.41 0.10 1.71
H 1.11 0.12 -1.99
N -2.10 0.28 -1.21
O -0.75 0.48 1.87
*
```

Model x:
Entry from OMol25: an isolated molecule of C2H3F3N2O (the ωB97M-V functional and the def2-TZVPD basis).

Summary:
Highest occupied orbital energy (eV): -10.260
SMILES: N/C(=N\F)C(O)(F)F

Structure (ORCA input):
```
! wB97M-V def2-TZVPD RIJCOSX def2/J DEFGRID3
* xyz 0 1
N 0.72 0.30 1.36
N 0.46 -1.51 -0.16
F -2.06 0.07 -0.64
H -0.16 2.09 0.35
C -0.87 0.74 -0.47
O -1.03 2.03 -0.14
H 0.14 -1.64 -1.20
C 0.23 -0.30 0.35
F 1.60 -0.40 2.17
F -0.32 0.68 -1.77
H 1.28 -2.06 0.16
*
```

Which of them is the most stable? Correct choice: model x.

Model w:
Entry from OMol25: a structure of composition C2H4N6 (the ωB97M-V functional and the def2-TZVPD basis).

Summary:
Highest occupied orbital energy (eV): -9.130

Structure (ORCA input):
```
! wB97M-V def2-TZVPD RIJCOSX def2/J DEFGRID3
* xyz 0 1
H 1.20 1.82 -0.07
H 3.12 -0.89 0.66
C -1.38 0.02 0.07
N 2.48 -0.02 0.66
H -0.78 1.67 0.83
N -2.49 -0.11 0.62
N 0.59 -1.23 -0.45
H -2.62 -1.10 0.70
N -0.76 1.22 -0.45
N -0.61 -1.10 -0.39
N 0.65 1.05 -0.32
C 1.38 -0.04 -0.03
*
```

Model x:
Entry from OMol25: an isolated molecule of C2H4N6 (the ωB97M-V functional and the def2-TZVPD basis).

Summary:
Highest occupied orbital energy (eV): -10.439
SMILES: [H]/N=C\Nn1cnnn1

Structure (ORCA input):
```
! wB97M-V def2-TZVPD RIJCOSX def2/J DEFGRID3
* xyz 0 1
N 1.12 0.97 -0.44
N -0.54 0.24 1.12
H -0.96 0.65 -1.99
N 1.93 -1.41 0.14
N -2.16 -0.34 -0.26
C 2.06 -0.17 -0.44
H 2.97 0.22 -1.05
C -1.07 0.27 -0.90
H 0.88 -1.64 0.47
N -1.66 -0.42 1.05
N -0.17 0.75 -0.11
H 1.48 1.73 0.09
*
```

Model y:
Entry from OMol25: an isolated molecule of C2H4N6 (the ωB97M-V functional and the def2-TZVPD basis).

Summary:
Highest occupied orbital energy (eV): -9.682
SMILES: [H]/N=c1/cnnnn1N

Structure (ORCA input):
```
! wB97M-V def2-TZVPD RIJCOSX def2/J DEFGRID3
* xyz 0 1
N -0.25 -0.22 1.98
H -2.02 1.28 -0.72
N 0.10 -0.14 -1.53
H -2.10 -0.18 -1.52
H -1.11 0.23 1.78
C 0.33 -0.07 0.88
N -1.85 0.36 -0.51
N 1.39 -0.18 -1.69
H 2.28 -0.94 1.44
C 1.52 -0.38 0.65
N -0.40 0.49 -0.25
N 2.11 -0.25 -0.52
*
```

Which of them is the most stable? Correct choice: model x.